Record 1
11
Properties=species:S:1:pos:R:3 method="wB97M-V/def2-TZVPD" relative_energy_kcal_mol=21.7 lumo_ha=0.148 homo_ev=-4.41 largest_force_ha_per_bohr=0.0357 total_charge=-1
C -0.46 -1.80 -0.69
C -0.64 -2.40 0.66
C 0.70 2.16 -0.74
N -0.55 -1.05 0.38
O -0.54 0.11 0.92
F -1.83 -2.95 1.13
F 0.34 -3.04 1.41
F 1.59 2.77 0.07
F 1.37 1.77 -1.82
F -0.16 3.11 -1.13
H 0.18 1.32 -0.19



Record 2
23
Properties=species:S:1:pos:R:3 method="wB97M-V/def2-TZVPD" relative_energy_kcal_mol=30.3 lumo_ha=0.036 homo_ev=-8.90 largest_force_ha_per_bohr=0.1052 smiles=Cc1ccccc1.CC total_charge=0
C 0.40 1.67 -2.50
C 0.43 0.40 -3.41
H -0.12 2.49 -3.00
H -0.11 1.46 -1.57
H 1.38 1.89 -2.13
H 0.53 -0.45 -2.73
H 1.39 0.28 -3.91
H -0.45 0.25 -3.99
C 1.60 0.50 2.17
C -0.66 0.50 1.21
C 0.30 -0.25 1.91
C -1.74 -0.14 0.62
C 0.05 -1.54 2.27
C -1.88 -1.65 0.74
C -1.05 -2.20 1.67
H -0.47 1.55 1.06
H -2.47 0.52 0.11
H 1.61 1.18 3.03
H 1.86 1.11 1.31
H 0.71 -1.96 3.02
H -2.45 -2.07 -0.05
H -1.22 -3.26 1.95
H 2.38 -0.27 2.26



Record 3
60
Properties=species:S:1:pos:R:3 method="wB97M-V/def2-TZVPD" lumo_ha=0.005 homo_ev=-9.76 largest_force_ha_per_bohr=0.0672 smiles="NC(N)=O.OCCO.OCCO.OCCO.OCCO.O.O.O.O" total_charge=0
C 2.10 1.71 4.11
C 1.61 1.55 2.74
O 2.32 0.56 1.99
O 3.44 2.21 4.14
H 2.14 0.69 4.52
H 1.47 2.35 4.70
H 1.57 2.51 2.21
H 0.57 1.22 2.85
H 1.73 0.19 1.33
H 3.67 2.55 3.28
C 3.15 -1.71 -0.89
C 3.93 -2.49 -1.95
O 4.33 -1.78 -3.12
O 1.79 -1.45 -1.54
H 3.66 -0.75 -0.66
H 2.88 -2.32 -0.02
H 3.41 -3.45 -2.13
H 4.84 -2.67 -1.34
H 3.72 -1.93 -3.86
H 1.26 -0.86 -0.97
C 2.74 2.96 -2.77
C 1.46 2.75 -1.91
O 1.13 4.07 -1.39
O 3.86 3.44 -1.95
H 2.45 3.67 -3.56
H 2.94 1.95 -3.18
H 1.50 1.93 -1.22
H 0.68 2.45 -2.63
H 0.28 3.93 -0.92
H 3.73 3.90 -1.11
C -5.40 -1.93 1.91
C -4.51 -0.65 1.79
O -3.46 -0.91 0.89
O -4.61 -2.93 2.55
H -5.73 -2.28 0.92
H -6.33 -1.76 2.47
H -4.31 -0.37 2.83
H -5.03 0.17 1.31
H -2.78 -1.50 1.26
H -4.43 -2.67 3.44
O 0.26 -3.25 0.38
H 1.19 -3.35 0.66
H 0.26 -2.46 -0.21
O -1.58 3.10 -0.60
H -1.68 2.18 -0.91
H -1.39 3.02 0.36
O -1.61 -2.43 2.32
H -0.86 -2.76 1.80
H -2.21 -3.18 2.30
O -0.19 -0.06 0.66
H -0.72 -0.08 -0.16
H -0.62 -0.66 1.28
C -2.10 -0.13 -2.51
O -1.56 0.62 -1.67
N -2.82 -1.14 -2.04
N -1.96 0.19 -3.79
H -3.07 -1.04 -1.07
H -3.31 -1.85 -2.55
H -2.44 -0.16 -4.63
H -1.40 1.05 -3.77



Record 4
89
Properties=species:S:1:pos:R:3 method="wB97M-V/def2-TZVPD" relative_energy_kcal_mol=35.5 lumo_ha=-0.155 homo_ev=-10.93 largest_force_ha_per_bohr=0.0330 total_charge=+1
W -0.52 -0.45 -0.43
N -4.08 -0.65 -0.12
N -4.40 -1.39 -1.24
C -3.67 -1.33 -2.35
N -4.12 -2.05 -3.39
S -2.28 -0.39 -2.65
H -3.92 -1.27 0.67
H -4.82 0.00 0.11
H -5.14 -2.08 -1.19
H -4.84 -2.74 -3.28
H -3.48 -2.18 -4.16
S -3.33 -0.09 3.35
C -2.21 -0.11 2.22
N -1.41 -0.12 1.34
O -1.58 -2.25 -0.34
S -0.94 -3.30 -1.30
O -1.91 -3.76 -2.24
O -0.19 -4.27 -0.57
S 0.45 -1.91 -2.03
C 3.17 1.01 4.51
C 2.40 1.61 3.54
C 1.73 0.83 2.60
C 1.84 -0.55 2.63
C 2.62 -1.15 3.61
C 3.29 -0.37 4.55
As 0.96 -1.76 1.39
C 2.45 -2.81 0.77
C 3.24 -2.39 -0.30
C 4.37 -3.11 -0.66
C 4.72 -4.25 0.04
C 3.94 -4.67 1.11
C 2.81 -3.95 1.48
C -0.06 -2.83 2.64
C -0.36 -4.17 2.41
C -1.08 -4.88 3.36
C -1.51 -4.26 4.52
C -1.22 -2.93 4.74
C -0.49 -2.21 3.81
H 3.69 1.62 5.25
H 2.30 2.69 3.50
H 1.12 1.31 1.85
H 2.73 -2.23 3.66
H 3.89 -0.85 5.31
H 2.98 -1.50 -0.87
H 4.97 -2.77 -1.50
H 5.60 -4.81 -0.25
H 4.21 -5.56 1.66
H 2.22 -4.30 2.31
H -0.03 -4.67 1.51
H -1.30 -5.93 3.19
H -2.08 -4.82 5.25
H -1.55 -2.43 5.64
H -0.24 -1.18 4.02
C 1.08 0.46 -0.48
Ge 0.26 1.92 -1.66
C -0.10 1.71 -3.55
C -0.98 2.62 -4.14
C -1.27 2.54 -5.49
C -0.66 1.58 -6.28
C 0.25 0.69 -5.71
C 0.53 0.76 -4.36
C -1.44 2.16 -0.61
C -2.70 2.41 -1.17
C -3.70 3.02 -0.44
C -3.48 3.41 0.87
C -2.23 3.21 1.45
C -1.23 2.61 0.71
C 1.18 3.62 -1.38
C 1.67 4.03 -0.14
C 2.27 5.27 0.02
C 2.40 6.12 -1.07
C 1.96 5.71 -2.32
C 1.36 4.46 -2.47
H 2.16 0.42 -0.52
H -1.46 3.39 -3.55
H -1.96 3.24 -5.94
H -0.88 1.52 -7.34
H 0.74 -0.05 -6.33
H 1.23 0.06 -3.94
H -2.90 2.13 -2.19
H -4.67 3.20 -0.90
H -4.27 3.88 1.45
H -2.04 3.52 2.47
H -0.27 2.46 1.18
H 1.61 3.38 0.73
H 2.64 5.57 0.99
H 2.87 7.09 -0.95
H 2.08 6.35 -3.18
H 1.04 4.16 -3.46



Record 5
80
Properties=species:S:1:pos:R:3 method="wB97M-V/def2-TZVPD" relative_energy_kcal_mol=32.1 lumo_ha="-0.212 / -0.222" homo_ev="-12.88 / -12.62" largest_force_ha_per_bohr=0.0310 total_charge=+2 multiplicity=2
V 0.52 -0.04 -0.56
N 0.15 -1.35 1.00
C 1.42 -1.63 1.67
C 2.20 -0.33 1.88
N 2.07 0.58 0.73
C 3.26 0.56 -0.12
C 3.01 1.24 -1.49
N 1.57 1.40 -1.80
C 1.79 1.94 1.20
C 0.33 2.04 1.61
N -0.48 1.54 0.49
H -0.51 -0.92 1.66
H -0.27 -2.22 0.69
H 1.99 -2.33 1.05
H 1.27 -2.12 2.65
H 3.26 -0.56 2.09
H 1.80 0.17 2.77
H 3.54 -0.48 -0.29
H 4.10 1.06 0.38
H 3.46 0.61 -2.26
H 3.52 2.21 -1.52
H 1.44 1.28 -2.80
H 1.28 2.35 -1.59
H 2.00 2.66 0.40
H 2.44 2.22 2.05
H 0.09 3.07 1.87
H 0.12 1.41 2.48
H -0.67 2.30 -0.16
H -1.39 1.24 0.84
C 5.03 0.50 -7.73
C 3.56 0.67 -8.01
S 2.54 -0.64 -7.25
O 2.26 -1.70 -8.16
O 1.41 0.00 -6.62
C 3.45 -1.40 -5.82
C 2.48 -2.43 -5.25
N 2.28 -2.25 -3.82
C 1.32 -1.49 -3.24
N 1.45 -1.49 -1.91
C 2.51 -2.29 -1.63
C 3.05 -2.76 -2.81
N 4.21 -3.58 -2.94
O 4.58 -3.87 -4.05
O 4.74 -3.88 -1.89
C 0.23 -0.85 -4.01
H 5.59 1.26 -8.27
H 5.38 -0.47 -8.06
H 5.25 0.62 -6.67
H 3.34 0.59 -9.07
H 3.15 1.59 -7.61
H 3.66 -0.59 -5.13
H 4.37 -1.85 -6.18
H 2.85 -3.44 -5.42
H 1.52 -2.33 -5.76
H 2.85 -2.54 -0.65
H -0.52 -1.61 -4.24
H 0.58 -0.45 -4.96
H -0.24 -0.06 -3.43
S -2.60 -0.64 -1.75
C -1.13 -0.39 -1.33
C -4.24 1.83 4.01
N -5.06 0.78 3.44
C -6.30 0.56 4.16
C -4.57 -0.02 2.50
S -2.90 -0.01 2.19
N -5.36 -0.83 1.78
C -4.83 -1.96 1.04
C -6.74 -0.55 1.46
H -4.88 2.64 4.34
H -3.54 2.21 3.27
H -3.67 1.46 4.87
H -6.10 0.68 5.23
H -6.69 -0.44 4.01
H -7.06 1.30 3.88
H -3.85 -2.25 1.41
H -4.75 -1.72 -0.03
H -5.52 -2.80 1.15
H -7.00 0.47 1.71
H -7.42 -1.24 1.96
H -6.87 -0.67 0.38